{"formula": "C26H28F6N5O6S2Ti", "method": "ωB97M-V with the def2-TZVPD basis set", "elements": ["Ti", "C", "C", "C", "C", "C", "N", "C", "C", "C", "N", "C", "C", "C", "C", "C", "C", "C", "C", "N", "C", "C", "C", "N", "C", "C", "C", "C", "O", "C", "O", "H", "H", "H", "H", "H", "H", "H", "H", "H", "H", "H", "H", "H", "H", "H", "H", "H", "H", "H", "H", "H", "H", "H", "H", "H", "H", "H", "H", "F", "C", "F", "F", "S", "O", "O", "N", "S", "O", "O", "C", "F", "F", "F"], "coordinates": [[1.15995, -0.20995, -0.04943], [-3.16875, 3.29525, 4.39917], [-2.39495, 2.74575, 3.24087], [-2.15405, 3.51775, 2.11917], [-1.42445, 3.05035, 0.99887], [-1.23555, 3.98615, -0.05213], [-1.16235, 3.78965, -1.36243], [-1.51645, 2.57965, -2.05563], [-2.97675, 2.19825, -1.76633], [-3.32985, 0.85975, -2.40003], [-2.60045, -0.20115, -1.75473], [-2.84805, -1.49535, -1.94833], [-1.95295, -2.52115, -1.63063], [-2.33265, -3.87025, -1.85733], [-1.46025, -4.92315, -1.68563], [-1.88195, -6.34525, -1.87863], [-0.14095, -4.64635, -1.34203], [0.28605, -3.33835, -1.06193], [1.59895, -3.14015, -0.55963], [2.10075, -2.03365, -0.09803], [3.26965, -2.20995, 0.74317], [2.93765, -1.63535, 2.13327], [1.44225, -1.78535, 2.43757], [0.70035, -0.70555, 1.79017], [-0.24785, -0.17275, 2.52437], [-1.00275, 0.99725, 2.26007], [-1.83035, 1.48385, 3.29327], [-0.81445, 1.75495, 1.06727], [0.01805, 1.33015, 0.14897], [-0.62865, -2.25315, -1.13243], [-0.27365, -1.06415, -0.72233], [-3.96355, 3.95555, 4.06097], [-2.50005, 3.87125, 5.03937], [-3.59555, 2.49295, 4.99467], [-2.55475, 4.51825, 2.07077], [-1.21025, 5.02655, 0.24537], [-0.84855, 4.56205, -1.93123], [-0.84225, 1.76995, -1.75643], [-1.37625, 2.75385, -3.12253], [-3.63895, 2.97005, -2.16073], [-3.13345, 2.13905, -0.68843], [-3.09315, 0.88715, -3.47333], [-4.40225, 0.66835, -2.29833], [-1.69285, 0.01765, -1.34453], [-3.78945, -1.74505, -2.41983], [-3.34865, -4.06315, -2.16603], [-2.95855, -6.42845, -1.98503], [-1.57045, -6.95095, -1.03023], [-1.40715, -6.75535, -2.76783], [0.56195, -5.46015, -1.23683], [2.19415, -4.05505, -0.47723], [4.14775, -1.71785, 0.31527], [3.49485, -3.28155, 0.83967], [3.17765, -0.56695, 2.17427], [3.52275, -2.15805, 2.89077], [1.28585, -1.73645, 3.52317], [1.06435, -2.75845, 2.08657], [-0.44125, -0.62595, 3.50047], [-1.95885, 0.87745, 4.17687], [6.30625, 1.70595, -1.35293], [5.71505, 0.73305, -0.68963], [5.68925, 1.03515, 0.60537], [6.41635, -0.38565, -0.83213], [3.92815, 0.48585, -1.27093], [3.17065, 0.40785, -0.01913], [3.86965, -0.68445, -2.06813], [3.56705, 1.86405, -1.95703], [2.05295, 2.09005, -1.59983], [1.43005, 3.21085, -2.20253], [1.36965, 0.81555, -1.78443], [2.22945, 2.68275, 0.25187], [3.50915, 3.05335, 0.33267], [1.99265, 1.95705, 1.36707], [1.49535, 3.78385, 0.36117]], "forces_ev_per_angstrom": [[1.16, -0.39, -0.63], [0.07, 0.07, 0.05], [-0.21, 0.20, -0.09], [0.38, -0.40, -0.40], [-0.17, -0.68, 0.80], [-0.03, 0.15, -2.11], [0.05, 0.45, 2.33], [-0.28, -1.01, -0.33], [0.06, -0.03, -0.19], [0.03, -0.01, -0.09], [0.62, 1.46, 0.67], [-0.16, -1.08, -0.23], [0.09, 0.32, -0.04], [0.30, 0.10, 0.20], [0.34, 0.09, 0.04], [0.03, -0.04, -0.08], [-0.19, -0.21, -0.06], [-0.71, 0.88, -0.19], [0.14, 0.02, 0.26], [-0.12, -1.44, -0.60], [0.59, -0.13, 0.37], [-0.16, -0.07, -0.13], [0.35, -0.57, 0.60], [-1.75, 0.50, 3.39], [1.45, -1.29, -0.37], [-0.87, 0.99, -0.15], [0.68, -0.12, -0.87], [0.74, -0.18, -0.33], [-2.63, 2.08, 1.09], [-0.06, -1.91, -0.28], [-1.31, -0.94, -1.00], [-0.09, 0.00, 0.06], [-0.06, 0.05, 0.10], [-0.10, 0.01, 0.05], [-0.09, 0.21, 0.06], [0.22, 0.15, -0.07], [-0.11, 0.19, 0.07], [-0.08, 0.29, -0.10], [0.04, 0.04, 0.08], [0.00, 0.04, 0.00], [-0.08, -0.04, -0.02], [-0.13, 0.06, -0.01], [0.05, 0.06, -0.04], [-0.41, -0.11, -0.22], [-0.08, -0.02, 0.04], [-0.16, -0.03, -0.05], [-0.11, -0.05, -0.05], [-0.02, -0.09, 0.05], [-0.04, -0.13, -0.09], [0.12, -0.08, 0.01], [-0.01, 0.12, 0.08], [-0.14, -0.21, 0.14], [0.02, 0.24, -0.04], [0.11, -0.21, 0.12], [0.00, 0.09, 0.00], [0.00, -0.06, -0.20], [0.08, 0.27, 0.10], [0.06, 0.01, -0.08], [-0.03, -0.10, 0.15], [-0.21, -0.02, -0.16], [0.26, 0.06, 0.31], [-0.14, 0.08, -0.04], [-0.46, 0.02, -0.22], [1.60, -0.19, -0.68], [0.58, -0.42, 0.93], [0.44, -0.10, -0.40], [0.05, -0.02, -0.22], [0.36, 0.85, -0.27], [0.20, 0.44, -0.38], [-0.44, 0.46, -0.90], [0.82, 0.80, 0.66], [-0.15, 0.15, 0.08], [0.06, 0.24, -0.40], [-0.34, 0.17, -0.06]], "total_charge": 1, "s2": 2.0545, "e_lumo_ev": [-4.1, -4.1], "multiplicity": 3}